Formula: C18H22N2O3S
Source: the OMol25 dataset
Level of theory: the ωB97M-V functional and the def2-TZVPD basis

Its frontier orbital gap is 7.85 eV. The maximum force is 0.7 eV/A. Its energy relative to the best compared isomer or geometry (same formula, charge and spin) is 47.9 kcal per mole. The calculation puts the HOMO energy at -0.2614 Ha. Its structure (SMILES) is CCOC(=O)c1cc(NCc2cccs2)ccc1N1CCOCC1. The value obtained for the LUMO energy is 0.027 hartree.

Last column: Löwdin charge in e.
Element x y z (Å)
1 C -3.812 -3.079 1.279  -0.062
2 C -3.226 -3.184 -0.122  -0.209
3 O -2.539 -1.997 -0.510  -0.002
4 C -1.273 -1.864 -0.083  -0.467
5 O -0.718 -2.687 0.607  0.111
6 C -0.608 -0.665 -0.645  -0.059
7 C 0.721 -0.854 -1.008  0.006
8 C 1.437 0.125 -1.688  -0.285
9 N 2.742 -0.061 -2.124  0.009
10 C 3.674 -0.876 -1.363  -0.209
11 C 4.043 -0.247 -0.056  -0.509
12 C 5.134 0.518 0.225  -0.144
13 C 5.128 1.030 1.542  -0.195
14 C 4.027 0.653 2.238  -0.414
15 S 2.973 -0.334 1.306  1.055
16 C 0.761 1.303 -2.011  -0.011
17 C -0.540 1.519 -1.613  -0.010
18 C -1.256 0.561 -0.887  -0.174
19 N -2.545 0.775 -0.422  -0.095
20 C -3.354 1.861 -0.932  -0.136
21 C -3.210 3.130 -0.080  -0.189
22 O -3.524 2.860 1.269  -0.130
23 C -2.700 1.837 1.781  -0.177
24 C -2.845 0.536 0.976  -0.126
25 H -4.349 -3.993 1.515  0.077
26 H -4.497 -2.238 1.343  0.068
27 H -3.014 -2.944 2.005  0.076
28 H -2.528 -4.027 -0.170  0.123
29 H -4.013 -3.310 -0.868  0.124
30 H 1.164 -1.806 -0.764  0.112
31 H 3.162 0.800 -2.450  0.127
32 H 3.229 -1.860 -1.204  0.109
33 H 4.574 -1.001 -1.973  0.124
34 H 5.924 0.702 -0.482  0.107
35 H 5.910 1.648 1.946  0.099
36 H 3.763 0.895 3.249  0.058
37 H 1.278 2.073 -2.568  0.112
38 H -0.997 2.464 -1.861  0.100
39 H -3.105 2.057 -1.974  0.122
40 H -4.399 1.532 -0.881  0.130
41 H -3.910 3.901 -0.407  0.126
42 H -2.182 3.519 -0.147  0.119
43 H -3.010 1.687 2.816  0.127
44 H -1.646 2.159 1.759  0.132
45 H -2.171 -0.212 1.390  0.124
46 H -3.876 0.177 1.052  0.127